{"formula": "C35H30AsBrCoN3O3", "method": "the ωB97M-V functional and the def2-TZVPD basis", "gap_ev": [5.86, 5.87], "total_charge": 2, "energy_ev": -215888.90067, "lumo_ev": [-6.83, -6.82], "de_lowest_ev": 0.000, "homo_energy_ev": [-12.6900, -12.6900], "species": ["Co", "C", "O", "C", "C", "C", "Br", "C", "C", "C", "O", "C", "N", "C", "C", "C", "C", "C", "C", "N", "H", "H", "H", "H", "H", "H", "H", "H", "H", "H", "H", "N", "C", "O", "C", "C", "H", "H", "H", "H", "H", "H", "C", "C", "C", "C", "C", "C", "As", "C", "C", "C", "C", "C", "C", "C", "C", "C", "C", "C", "C", "H", "H", "H", "H", "H", "H", "H", "H", "H", "H", "H", "H", "H"], "coordinates": [[-0.017, 0.381, 0.195], [0.397, 2.803, 2.075], [-0.455, 1.778, 1.501], [-1.648, 1.520, 2.197], [-2.004, 2.117, 3.385], [-3.255, 1.801, 3.918], [-3.776, 2.618, 5.526], [-4.103, 0.909, 3.296], [-3.718, 0.271, 2.114], [-2.487, 0.606, 1.585], [-1.971, 0.038, 0.407], [-4.653, -0.665, 1.481], [-5.934, -0.610, 1.677], [-6.470, -1.649, 0.936], [-7.800, -2.048, 0.797], [-8.053, -3.147, 0.007], [-7.017, -3.845, -0.638], [-5.698, -3.461, -0.517], [-5.451, -2.346, 0.277], [-4.284, -1.684, 0.625], [0.829, 2.443, 3.006], [-0.199, 3.696, 2.242], [1.173, 3.012, 1.347], [-1.366, 2.817, 3.901], [-5.073, 0.675, 3.711], [-2.612, 0.054, -0.322], [-8.591, -1.509, 1.299], [-9.071, -3.489, -0.122], [-7.264, -4.705, -1.245], [-4.907, -4.004, -1.018], [-3.351, -2.014, 0.451], [0.528, -2.993, -1.737], [0.393, -2.046, -0.836], [0.088, -0.872, -1.195], [0.552, -2.328, 0.620], [0.520, -1.010, 1.390], [0.426, -2.768, -2.717], [0.788, -3.931, -1.479], [1.484, -2.870, 0.784], [-0.259, -2.994, 0.926], [1.499, -0.743, 1.784], [-0.222, -0.990, 2.187], [5.196, 4.194, 1.163], [4.599, 3.276, 2.020], [3.672, 2.373, 1.526], [3.353, 2.390, 0.170], [3.948, 3.304, -0.691], [4.872, 4.209, -0.185], [2.177, 1.044, -0.531], [2.085, 1.176, -2.435], [1.452, 2.146, -3.194], [1.475, 2.032, -4.578], [2.118, 0.954, -5.173], [2.747, -0.016, -4.404], [2.738, 0.084, -3.019], [3.383, -0.860, -2.073], [4.122, -1.985, -2.424], [4.703, -2.766, -1.434], [4.568, -2.432, -0.090], [3.833, -1.310, 0.274], [3.237, -0.547, -0.716], [5.920, 4.899, 1.551], [4.859, 3.264, 3.070], [3.212, 1.656, 2.199], [3.706, 3.310, -1.746], [5.341, 4.923, -0.849], [0.955, 2.989, -2.728], [0.997, 2.784, -5.191], [2.137, 0.873, -6.252], [3.256, -0.837, -4.893], [4.267, -2.245, -3.464], [5.288, -3.633, -1.712], [5.054, -3.031, 0.668], [3.762, -1.033, 1.320]], "mulliken_charge": [0.055, -1.004, -0.277, 0.517, -0.476, -0.579, -0.135, -0.907, 0.654, 0.894, -0.704, -0.075, -0.679, 0.572, -0.751, -0.534, -0.480, -1.004, 0.822, 0.130, 0.407, 0.511, 0.160, 0.655, 0.634, 0.316, 0.465, 0.403, 0.395, 0.375, -0.030, -0.218, 0.874, -0.691, -1.338, -0.306, 0.291, 0.235, 0.476, 0.425, 0.346, 0.771, -0.587, -0.890, 0.081, 0.365, -0.577, -0.722, 1.673, 0.106, -0.763, -0.801, -0.754, -0.804, 0.425, 0.811, -0.598, -0.868, -0.785, -0.202, -0.223, 0.425, 0.442, 0.502, 0.386, 0.441, 0.545, 0.454, 0.448, 0.445, 0.457, 0.457, 0.465, 0.450]}

***

{"formula": "C13H42F5N3O17S3Y", "method": "the ωB97M-V functional and the def2-TZVPD basis", "gap_ev": 1.04, "total_charge": 1, "energy_ev": -100549.54092, "lumo_ev": -9.86, "homo_energy_ev": -10.9068, "species": ["Y", "C", "F", "F", "F", "S", "O", "O", "O", "N", "S", "O", "O", "F", "S", "O", "O", "F", "O", "H", "H", "O", "H", "H", "O", "H", "H", "O", "H", "H", "C", "C", "O", "O", "H", "H", "H", "H", "H", "H", "C", "C", "O", "O", "H", "H", "H", "H", "H", "H", "C", "C", "C", "O", "C", "N", "H", "H", "H", "H", "H", "H", "H", "H", "H", "H", "H", "C", "C", "C", "O", "C", "N", "H", "H", "H", "H", "H", "H", "H", "H", "H", "H", "H"], "coordinates": [[-20.067, -4.221, -1.374], [-16.294, -10.766, -4.455], [-17.098, -10.454, -5.453], [-15.872, -11.994, -4.444], [-15.321, -9.896, -4.516], [-17.243, -10.508, -2.733], [-16.338, -10.790, -1.562], [-17.638, -9.089, -2.811], [-18.424, -11.367, -2.807], [-15.946, -3.807, 1.037], [-14.402, -3.955, 0.912], [-13.645, -4.897, 1.737], [-13.790, -2.781, 0.399], [-14.343, -4.786, -0.450], [-15.635, -3.332, 2.726], [-14.756, -2.274, 3.124], [-15.836, -4.426, 3.647], [-17.002, -2.536, 2.814], [-20.052, -16.154, -3.832], [-19.937, -15.294, -3.429], [-19.216, -16.599, -3.691], [-17.889, -3.485, -5.291], [-17.192, -2.837, -5.384], [-17.901, -3.947, -6.129], [-21.248, -6.888, 2.273], [-20.712, -7.543, 2.721], [-22.112, -6.968, 2.678], [-24.267, -11.192, -0.068], [-23.521, -11.761, -0.260], [-25.014, -11.788, -0.009], [-17.643, -10.814, 6.279], [-17.177, -10.002, 7.420], [-18.225, -9.025, 7.776], [-17.919, -9.946, 5.247], [-18.591, -11.317, 6.475], [-16.923, -11.609, 6.087], [-16.185, -9.565, 7.304], [-16.917, -10.645, 8.260], [-18.116, -8.332, 7.121], [-17.769, -10.379, 4.403], [-9.271, -10.357, -2.845], [-8.561, -10.440, -4.204], [-7.889, -11.672, -4.437], [-8.377, -10.331, -1.687], [-10.065, -11.079, -2.656], [-9.835, -9.426, -2.784], [-7.863, -9.604, -4.247], [-9.293, -10.328, -5.004], [-8.271, -12.110, -5.201], [-7.938, -11.184, -1.716], [-15.784, -16.426, 2.439], [-14.333, -16.376, 2.039], [-13.434, -15.633, 3.112], [-13.576, -16.252, 4.426], [-12.585, -15.849, 5.390], [-14.011, -17.741, 1.935], [-15.888, -16.803, 3.456], [-16.365, -17.035, 1.747], [-16.324, -15.480, 2.410], [-14.212, -15.876, 1.078], [-13.588, -14.555, 3.078], [-12.416, -15.742, 2.740], [-11.611, -16.226, 5.079], [-12.922, -16.383, 6.279], [-12.781, -14.791, 5.564], [-13.926, -17.921, 2.925], [-13.083, -17.783, 1.539], [-20.601, -14.487, -11.594], [-22.113, -14.899, -11.685], [-22.463, -16.271, -12.225], [-22.317, -16.344, -13.646], [-22.925, -17.509, -14.189], [-22.646, -14.839, -10.333], [-20.119, -14.523, -12.571], [-20.061, -15.116, -10.887], [-20.458, -13.448, -11.298], [-22.728, -14.179, -12.226], [-23.497, -16.508, -11.975], [-21.773, -16.980, -11.769], [-23.796, -17.978, -13.730], [-22.228, -18.346, -14.160], [-23.201, -17.344, -15.230], [-21.898, -14.800, -9.655], [-23.275, -15.605, -10.138]], "mulliken_charge": [1.248, 0.686, -0.196, -0.184, -0.198, 1.052, -0.446, -0.486, -0.467, -0.206, 1.112, -0.458, -0.463, -0.285, 1.060, -0.463, -0.468, -0.251, -0.636, 0.317, 0.320, -0.656, 0.330, 0.325, -0.663, 0.328, 0.330, -0.646, 0.319, 0.327, -0.159, -0.574, -0.507, -0.485, 0.222, 0.296, 0.287, 0.337, 0.305, 0.279, -0.467, -0.231, -0.515, -0.512, 0.296, 0.298, 0.203, 0.307, 0.313, 0.309, -1.384, 0.199, -0.670, -0.320, -0.781, -0.647, 0.283, 0.383, 0.353, 0.443, 0.426, 0.393, 0.318, 0.242, 0.308, 0.365, 0.276, -1.395, 0.553, -0.722, -0.317, -0.773, -0.526, 0.346, 0.395, 0.376, 0.223, 0.386, 0.275, 0.326, 0.311, 0.268, 0.271, 0.234]}

***

{"formula": "C27H37N4O4", "method": "the ωB97M-V functional and the def2-TZVPD basis", "smiles": "CC(C)OC(=O)Nc1ccc2c(c1)N(C(=O)CCN1CC[NH+](CCO)CC1)c1ccccc1CC2", "gap_ev": 9.27, "total_charge": 1, "energy_ev": -42746.33631, "lumo_ev": -1.68, "de_lowest_ev": 0.034, "homo_energy_ev": -10.9546, "species": ["C", "C", "C", "O", "C", "O", "N", "C", "C", "C", "C", "C", "C", "N", "C", "O", "C", "C", "N", "C", "C", "N", "C", "C", "O", "C", "C", "C", "C", "C", "C", "C", "C", "C", "C", "H", "H", "H", "H", "H", "H", "H", "H", "H", "H", "H", "H", "H", "H", "H", "H", "H", "H", "H", "H", "H", "H", "H", "H", "H", "H", "H", "H", "H", "H", "H", "H", "H", "H", "H", "H", "H"], "coordinates": [[-6.065, -1.982, 0.399], [-4.838, -2.005, 1.301], [-5.111, -2.711, 2.622], [-3.788, -2.718, 0.617], [-2.653, -2.078, 0.337], [-2.430, -0.909, 0.584], [-1.799, -2.931, -0.288], [-0.519, -2.651, -0.775], [0.004, -3.435, -1.801], [1.250, -3.157, -2.329], [2.006, -2.097, -1.849], [1.494, -1.361, -0.787], [0.248, -1.619, -0.248], [2.286, -0.292, -0.266], [1.852, 0.960, -0.468], [0.786, 1.152, -1.064], [2.708, 2.125, -0.025], [2.049, 2.920, 1.130], [0.643, 3.093, 0.896], [-0.332, 2.779, 1.905], [-1.544, 2.136, 1.188], [-1.417, 2.402, -0.257], [-2.528, 1.827, -1.033], [-2.168, 1.656, -2.506], [-2.149, 2.923, -3.132], [-1.196, 3.846, -0.467], [0.216, 4.182, 0.053], [3.438, -0.682, 0.473], [3.500, -0.287, 1.809], [4.574, -0.625, 2.606], [5.598, -1.389, 2.071], [5.515, -1.817, 0.762], [4.441, -1.488, -0.065], [4.478, -2.068, -1.457], [3.337, -1.701, -2.408], [-5.839, -1.489, -0.544], [-6.871, -1.446, 0.891], [-6.391, -2.998, 0.192], [-4.481, -0.983, 1.484], [-5.425, -3.734, 2.437], [-4.215, -2.727, 3.238], [-5.897, -2.191, 3.160], [-2.185, -3.838, -0.514], [-0.577, -4.256, -2.194], [1.632, -3.759, -3.139], [-0.128, -1.021, 0.564], [2.798, 2.782, -0.892], [3.703, 1.802, 0.275], [2.574, 3.879, 1.234], [2.181, 2.373, 2.065], [-0.651, 3.679, 2.457], [0.087, 2.080, 2.627], [-1.574, 1.055, 1.329], [-2.485, 2.559, 1.547], [-0.509, 1.933, -0.570], [-3.404, 2.473, -0.942], [-2.746, 0.844, -0.611], [-1.188, 1.167, -2.585], [-2.923, 1.011, -2.971], [-2.042, 2.814, -4.082], [-1.293, 4.066, -1.529], [-1.966, 4.398, 0.077], [0.201, 5.147, 0.586], [0.914, 4.265, -0.781], [2.677, 0.277, 2.219], [4.606, -0.305, 3.635], [6.448, -1.661, 2.676], [6.304, -2.432, 0.355], [5.424, -1.774, -1.919], [4.502, -3.158, -1.352], [3.506, -2.208, -3.359], [3.346, -0.624, -2.594]], "nbo_charge": [-0.624, 0.090, -0.624, -0.511, 0.918, -0.706, -0.609, 0.153, -0.220, -0.185, -0.049, 0.241, -0.247, -0.465, 0.736, -0.699, -0.506, -0.185, -0.477, -0.225, -0.225, -0.422, -0.255, -0.084, -0.737, -0.248, -0.223, 0.091, -0.212, -0.208, -0.191, -0.198, 0.059, -0.431, -0.419, 0.213, 0.222, 0.218, 0.202, 0.217, 0.218, 0.222, 0.419, 0.218, 0.224, 0.237, 0.238, 0.244, 0.199, 0.204, 0.181, 0.221, 0.252, 0.213, 0.519, 0.218, 0.269, 0.196, 0.187, 0.488, 0.270, 0.210, 0.190, 0.215, 0.205, 0.225, 0.227, 0.219, 0.230, 0.224, 0.229, 0.214]}

***

{"formula": "C3H5O3", "method": "the ωB97M-V functional and the def2-TZVPD basis", "gap_ev": [11.58, 7.22], "s_squared": 0.75, "spin_multiplicity": 2, "energy_ev": -9329.52988, "lumo_ev": [0.64, -3.59], "de_lowest_ev": 2.713, "homo_energy_ev": [-10.9402, -10.8095], "species": ["O", "C", "O", "C", "C", "O", "H", "H", "H", "H", "H"], "coordinates": [[-1.217, -1.834, -0.170], [-0.960, -0.700, 0.392], [-1.084, -0.413, 1.563], [-0.303, 0.351, -0.457], [1.183, 0.553, -0.031], [1.834, 1.589, -0.981], [-0.261, 0.067, -1.520], [-0.834, 1.288, -0.292], [1.512, -0.443, 0.323], [1.280, 1.229, 0.816], [1.923, 0.600, -1.159]], "nbo_charge": [-0.148, 0.688, -0.565, -0.510, -0.206, -0.664, 0.222, 0.262, 0.214, 0.237, 0.470]}

***

{"formula": "C4H2F2O", "method": "the ωB97M-V functional and the def2-TZVPD basis", "gap_ev": [7.89, 7.70], "energy_ev": -11658.03028, "lumo_ev": [-1.34, -2.02], "de_lowest_ev": 3.514, "homo_energy_ev": [-9.2330, -9.7194], "species": ["C", "C", "C", "C", "O", "F", "F", "H", "H"], "coordinates": [[0.247, -0.553, 0.177], [0.925, 0.544, -0.401], [-1.049, -0.761, 0.588], [0.429, 1.672, -0.942], [-2.034, -0.103, 0.633], [-1.037, -2.112, 1.139], [-0.123, 2.739, -0.483], [0.818, -1.523, 0.138], [1.824, 0.097, -0.850]], "nbo_charge": [-0.303, -0.399, 0.789, 0.544, -0.497, -0.398, -0.254, 0.241, 0.278]}